# 1
ORCA calculation (wB97M-V/def2-TZVPD) on 2 unconnected molecules or ions with the total composition C17H12ClFO7P.

The LUMO energy comes out at 1.113 eV. Its total charge is -1. For the gap between HOMO and LUMO, the calculation gives 5.07 eV. The value obtained for the highest occupied orbital energy is -0.145 Ha. As for the multiplicity: 1.

Positions of all 39 atoms, in Å:
1 O 1.8242 -2.6461 -0.6176
2 C 2.8440 -2.1923 -0.1738
3 Cl 3.4837 -2.7127 1.4295
4 C 3.7354 -1.1235 -0.9238
5 C 3.3629 0.2674 -0.2941
6 C 4.2641 0.9723 0.6391
7 C 3.7735 2.2368 1.1858
8 C 2.4554 2.7952 0.8374
9 C 1.5798 2.1039 -0.0859
10 C 2.0644 0.8182 -0.6432
11 C 1.0483 0.1031 -1.5957
12 O 1.3614 -0.4627 -2.6116
13 C -0.4386 0.1992 -1.1150
14 C -1.3119 -0.9509 -1.1906
15 C -2.6931 -0.7763 -0.6795
16 P -3.7903 -2.3132 -0.7378
17 O -3.4045 -3.1828 0.6787
18 O -3.2418 -3.2391 -2.0570
19 C -3.1919 0.4858 -0.1626
20 C -4.6687 0.7217 0.3503
21 O -4.5557 1.5421 1.5425
22 O -3.8537 0.7833 2.4574
23 C -2.2906 1.6475 -0.0941
24 C -0.9256 1.4786 -0.5505
25 C 0.1567 2.6117 -0.4936
26 O -0.0739 3.7633 -0.7703
27 H 4.8246 -1.3601 -0.7616
28 H 3.5828 -1.1448 -2.0338
29 H 5.2614 0.5613 0.9099
30 H 4.3872 2.8098 1.9199
31 H 2.0858 3.7462 1.2879
32 H -0.9272 -1.9026 -1.6170
33 H -2.6444 -3.7792 0.5137
34 H -2.6037 -3.8723 -1.6635
35 H -5.3111 1.2219 -0.4134
36 H -5.0887 -0.2606 0.7055
37 H -3.0094 1.2379 2.6586
38 H -2.5801 2.6484 0.2979
39 F 4.5095 -2.8364 3.8718

Atoms 1-6, force components in eV/Å:
O 0.448 0.483 0.145
C 0.662 -0.564 0.101
Cl -0.176 0.843 -0.936
C 0.414 0.231 0.669
C -0.027 0.838 0.023
C -2.852 1.241 -0.795

---

# 2
ORCA calculation (wB97M-V/def2-TZVPD) on C17H12F2N4 in the gas phase.

The LUMO energy comes out at 0.238 eV. Its total charge is 0. For the gap between HOMO and LUMO, the calculation gives 8.49 eV. As for the structure (SMILES): Fc1cccn2cc([C@H]3C[C@@H]3c3cn4cccc(F)c4n3)nc12. The value obtained for the highest occupied orbital energy is -0.303 Ha. As for the multiplicity: 1.

Positions of all 35 atoms, in Å:
1 F 4.3533 -4.0277 -2.4777
2 C 3.3148 -3.2876 -2.8919
3 C 2.8893 -3.2739 -4.2292
4 C 1.5913 -2.7257 -4.6625
5 C 0.8210 -2.0580 -3.7093
6 N 1.2559 -1.8906 -2.3309
7 C 0.5512 -1.2238 -1.3752
8 C 1.2029 -1.5733 -0.2263
9 C 0.7012 -1.0192 1.1210
10 C 1.7690 -0.6943 2.2536
11 C 1.1749 0.4830 1.3329
12 C 0.1297 1.4856 1.6592
13 C -0.8500 1.1026 2.5096
14 N -1.8592 2.0093 2.3181
15 C -2.8981 2.3687 3.2971
16 C -3.8406 3.2872 2.8203
17 C -3.9076 3.8104 1.4608
18 C -2.7367 3.6449 0.6601
19 F -2.8069 4.1608 -0.5708
20 C -1.6205 2.8212 1.2568
21 N -0.3500 2.5853 0.9222
22 N 2.3133 -2.4184 -0.5162
23 C 2.4210 -2.5368 -1.8386
24 H 3.3378 -4.0077 -4.9090
25 H 1.2029 -2.9557 -5.6345
26 H -0.1676 -1.6756 -3.9520
27 H -0.4283 -0.6807 -1.4766
28 H -0.3663 -1.2163 1.3303
29 H 1.4804 -0.6740 3.2721
30 H 2.8587 -0.8989 2.0895
31 H 1.7093 0.7851 0.4282
32 H -0.7867 0.2552 3.1326
33 H -2.9346 2.0815 4.3475
34 H -4.7218 3.6461 3.5036
35 H -4.8031 4.3113 1.0850

Atoms 1-6, force components in eV/Å:
F -0.623 0.710 -0.121
C -3.075 1.530 -0.125
C -0.419 -1.037 1.642
C 0.337 0.901 3.627
C 1.484 -0.609 -0.080
N -0.108 -0.580 -5.706

---

# 3
ORCA calculation (wB97M-V/def2-TZVPD) on a molecular structure, C17H12FeO7S2.

The LUMO energy (alpha / beta) comes out at -0.191 / -2.944 eV. Its total charge is 0. For the gap between HOMO and LUMO (alpha / beta), the calculation gives 5.63 / 5.35 eV. The value obtained for the highest occupied orbital energy (alpha / beta) is -0.214 / -0.305 Ha. As for the multiplicity: 5.

Positions of all 39 atoms, in Å:
1 C -6.2560 -0.0862 -1.7435
2 C -5.0548 -0.7699 -1.7579
3 C -3.8742 -0.0646 -1.7745
4 C -3.8834 1.3043 -1.7747
5 C -5.0735 1.9944 -1.7580
6 C -6.2645 1.2956 -1.7435
7 S -2.2885 2.1209 -1.8058
8 O -2.1757 2.8429 -3.1210
9 O -2.0375 2.7765 -0.4746
10 C -1.2855 0.6416 -1.8128
11 S -2.2651 -0.8545 -1.8062
12 O -1.9878 -1.4982 -0.4750
13 O -2.1401 -1.5739 -3.1215
14 H -7.1869 -0.6323 -1.7331
15 H -5.0293 -1.8487 -1.7615
16 H -5.0604 3.0735 -1.7613
17 H -7.2027 1.8302 -1.7328
18 H -0.6171 0.6486 -0.9831
19 O 4.6422 -1.9211 4.4096
20 C 4.0644 -1.5558 3.4990
21 Fe 3.1453 -0.9557 1.9703
22 C 2.3284 -2.6484 1.9722
23 O 1.8532 -3.6828 1.9556
24 C 1.8002 -0.1738 2.9843
25 O 0.9788 0.3328 3.5882
26 C 2.3174 -0.4310 -0.0252
27 C 2.3417 0.9095 0.4155
28 C 3.2996 1.4925 1.2426
29 C 4.4274 0.8563 1.8039
30 C 5.0920 -0.3428 1.4222
31 C 4.6398 -1.3462 0.5274
32 C 3.3604 -1.3976 -0.0857
33 H 1.3936 -0.7304 -0.5290
34 H 1.4770 1.5190 0.1764
35 H 3.0994 2.5056 1.5738
36 H 4.9588 1.4519 2.5522
37 H 6.0437 -0.5450 1.9269
38 H 5.2950 -2.2131 0.3814
39 H 3.1244 -2.3241 -0.6211

Atoms 1-6, force components in eV/Å:
C 0.017 -0.212 0.008
C -0.128 -0.631 -0.017
C 0.669 -0.425 0.057
C 0.646 0.444 0.046
C -0.074 0.632 -0.019
C -0.057 0.203 0.011

---

# 4
ORCA calculation (wB97M-V/def2-TZVPD) on a molecular structure, C17H12LiN4O3S.

The LUMO energy comes out at -3.871 eV. Its total charge is +1. For the gap between HOMO and LUMO, the calculation gives 7.56 eV. The value obtained for the highest occupied orbital energy is -0.420 Ha. As for the multiplicity: 1.

Positions of all 38 atoms, in Å:
1 Li -1.3200 -1.4918 1.0055
2 O 0.5521 1.0193 2.7557
3 C -0.3040 1.0627 1.9149
4 O -1.3879 0.3229 1.8646
5 C -0.2037 1.9891 0.7183
6 C 0.8401 2.9106 0.5499
7 C 0.8292 3.7068 -0.5580
8 C -0.2170 3.6011 -1.5070
9 C -0.2946 4.4089 -2.6639
10 C -1.3378 4.2713 -3.5331
11 C -2.3529 3.3215 -3.2862
12 C -2.3084 2.5192 -2.1795
13 C -1.2356 2.6493 -1.2747
14 N -1.1571 1.8686 -0.1607
15 H 1.6104 2.9616 1.3063
16 H 1.6174 4.4309 -0.7208
17 H 0.4825 5.1399 -2.8463
18 H -1.3952 4.8953 -4.4141
19 H -3.1793 3.2309 -3.9776
20 H -3.1048 1.8092 -2.0035
21 N 0.8006 -1.6953 -1.8710
22 C 0.9818 -2.4199 -0.7420
23 N 0.4293 -2.1344 0.4048
24 C 0.8679 -3.0391 1.3858
25 C 0.4851 -3.0158 2.7237
26 C 0.9481 -4.0063 3.5702
27 C 1.7961 -5.0070 3.0977
28 C 2.2012 -5.0312 1.7748
29 C 1.7261 -4.0390 0.9295
30 S 2.0541 -3.7938 -0.7632
31 H 0.0682 -1.0068 -1.8939
32 H 1.0625 -2.0955 -2.7555
33 H -0.1251 -2.1989 3.0983
34 H 0.6612 -3.9946 4.6125
35 H 2.1526 -5.7701 3.7754
36 H 2.8697 -5.8006 1.4135
37 O -2.5607 -0.2971 -0.1522
38 N -2.5522 0.7183 0.4021

Atoms 1-6, force components in eV/Å:
Li 0.303 0.180 0.355
O -0.085 0.014 -0.065
C 0.165 -0.005 -0.070
O -0.334 -0.228 -0.305
C 0.086 0.099 0.115
C 0.087 -0.051 0.195

---

# 5
ORCA calculation (wB97M-V/def2-TZVPD) on a molecular structure, C17H12N3O4S4SbSe2W.

The LUMO energy comes out at -2.488 eV. Its total charge is 0. For the gap between HOMO and LUMO, the calculation gives 4.86 eV. The value obtained for the highest occupied orbital energy is -0.270 Ha. As for the multiplicity: 1.

Positions of all 44 atoms, in Å:
1 W -0.4953 -0.8994 -0.7960
2 Se -2.8843 -1.0627 -1.9195
3 Se -0.3160 0.7550 -2.8605
4 C -1.1656 1.8345 -1.5851
5 C -1.5025 3.1873 -1.6157
6 C -2.1080 3.7319 -0.5042
7 C -2.3788 2.9480 0.6226
8 C -2.0307 1.6185 0.5930
9 N -1.4519 1.0951 -0.5030
10 C -1.9877 -2.3337 -2.9512
11 C -2.4728 -3.1737 -3.9373
12 C -1.5522 -3.9594 -4.6042
13 C -0.2058 -3.8880 -4.2649
14 C 0.1928 -3.0611 -3.2370
15 N -0.6947 -2.2903 -2.5906
16 H -1.2817 3.7851 -2.4883
17 H -2.3759 4.7802 -0.4994
18 H -2.8424 3.3658 1.5037
19 H -2.2005 0.9350 1.4135
20 H -3.5282 -3.2052 -4.1637
21 H -1.8827 -4.6344 -5.3820
22 H 0.5310 -4.4949 -4.7692
23 H 1.2161 -3.0095 -2.8989
24 S -0.3194 -4.2224 2.7304
25 Sb -0.5858 -3.9919 0.5510
26 S 1.1702 -2.5473 -0.3212
27 S -2.2444 -2.0560 0.4008
28 S -1.2088 -5.4594 -0.9960
29 O 1.2954 0.3556 -0.3742
30 C 1.0653 0.3350 0.8721
31 O 0.0364 -0.2980 1.2626
32 C 1.9357 1.0375 1.8397
33 C 3.2769 1.2567 1.5409
34 C 4.0873 1.9169 2.4523
35 C 3.5538 2.3785 3.6467
36 C 2.2111 2.1613 3.8988
37 C 1.3785 1.4866 3.0302
38 N 1.6333 2.6848 5.1566
39 O 0.4241 2.7110 5.2419
40 O 2.4045 3.0360 6.0213
41 H 3.6726 0.9029 0.5987
42 H 5.1338 2.0746 2.2331
43 H 4.1556 2.8984 4.3773
44 H 0.3413 1.3151 3.2747

Atoms 1-6, force components in eV/Å:
W -0.319 -0.340 -0.742
Se -0.458 -0.078 -0.534
Se 0.133 -0.215 0.093
C -0.222 0.067 0.253
C 0.026 -0.080 -0.068
C -0.060 0.014 0.129

---

# 6
ORCA calculation (wB97M-V/def2-TZVPD) on a molecular structure, C17H12NO5ReS.

The LUMO energy (alpha / beta) comes out at -10.697 / -14.892 eV. Its total charge is +3. For the gap between HOMO and LUMO (alpha / beta), the calculation gives 6.24 / 4.26 eV. The value obtained for the highest occupied orbital energy (alpha / beta) is -0.622 / -0.704 Ha. As for the multiplicity: 4.

Positions of all 37 atoms, in Å:
1 O -1.0173 -0.2972 -6.0950
2 C -0.7347 -0.0447 -4.9973
3 Re -0.2469 0.4312 -3.1291
4 O -1.8111 -2.2185 -2.3379
5 C -1.2399 -1.2500 -2.6054
6 C 0.9258 2.1122 -3.3982
7 O 1.6620 3.0025 -3.1815
8 C -1.9044 1.5594 -2.8931
9 O -2.8421 2.2239 -2.7615
10 C 1.4787 -0.6006 -3.2359
11 O 2.4817 -1.1731 -3.3161
12 H 0.2453 1.6257 -4.4237
13 N 0.3040 0.8207 -1.0944
14 S -0.6482 0.7812 0.2380
15 C -0.8291 -0.9676 0.6194
16 C 0.2243 -1.8526 0.4368
17 C 0.0993 -3.1788 0.8737
18 C -1.1060 -3.6119 1.4439
19 C -2.1783 -2.7217 1.6057
20 C -2.0380 -1.3951 1.1913
21 C 0.3654 1.3114 1.6092
22 C -0.2668 2.0543 2.6197
23 C 0.4552 2.3998 3.7581
24 C 1.7998 2.0367 3.8784
25 C 2.4209 1.3262 2.8478
26 C 1.7098 0.9670 1.6985
27 H 1.1321 1.3614 -0.8677
28 H 1.1407 -1.4959 -0.0313
29 H 0.9507 -3.8578 0.7665
30 H -1.2012 -4.6451 1.7804
31 H -3.1262 -3.0386 2.0529
32 H -2.8372 -0.6629 1.3071
33 H -1.3176 2.3083 2.4882
34 H -0.0564 2.9504 4.5417
35 H 2.3566 2.3008 4.7763
36 H 3.4627 1.0355 2.9365
37 H 2.1864 0.4035 0.8980

Atoms 1-6, force components in eV/Å:
O 1.117 0.890 4.382
C -1.651 -1.238 -5.486
Re 0.195 -1.076 2.950
O 1.825 2.940 -0.638
C -2.204 -3.171 0.602
C 1.014 1.309 0.386

---

# 7
ORCA calculation (wB97M-V/def2-TZVPD) on a molecular structure, C17H13ClN2O7SZr.

The LUMO energy comes out at -8.714 eV. Its total charge is +2. For the gap between HOMO and LUMO, the calculation gives 6.61 eV. The value obtained for the highest occupied orbital energy is -0.563 Ha. As for the multiplicity: 1.

Positions of all 42 atoms, in Å:
1 Zr -2.1127 -0.7547 -0.0569
2 C 5.1824 -3.2054 -2.2010
3 C 4.0213 -2.6267 -1.4542
4 C 2.7741 -2.4876 -2.0804
5 C 1.7050 -1.9458 -1.4058
6 C 1.8812 -1.5328 -0.0838
7 C 3.1060 -1.6577 0.5670
8 C 4.1653 -2.2049 -0.1328
9 S 0.5530 -0.8972 0.8030
10 O 0.9055 -0.5100 2.1178
11 O -0.6040 -1.9265 0.6910
12 N -0.2499 0.2445 -0.0490
13 C -0.2090 1.6143 0.3489
14 C 0.8855 2.4331 0.3367
15 C 0.7716 3.7570 0.8156
16 C -0.4162 4.2304 1.2978
17 C -1.5601 3.3940 1.3272
18 C -2.8138 3.7860 1.8366
19 C -3.8648 2.8956 1.8527
20 C -3.6747 1.6116 1.3608
21 N -2.5024 1.1940 0.8588
22 C -1.4395 2.0829 0.8423
23 H 4.8527 -3.8876 -2.9821
24 H 5.8583 -3.7341 -1.5317
25 H 5.7510 -2.4037 -2.6780
26 H 2.6501 -2.8205 -3.1023
27 H 0.7430 -1.8545 -1.8960
28 H 3.2175 -1.3465 1.5967
29 H 5.1212 -2.3180 0.3612
30 H 1.8341 2.0679 -0.0363
31 H 1.6432 4.3960 0.8015
32 H -0.4970 5.2436 1.6688
33 H -2.9422 4.7905 2.2216
34 H -4.8323 3.1723 2.2451
35 H -4.4825 0.8909 1.3714
36 O -5.4409 -2.9197 0.1382
37 Cl -4.2913 -2.1626 0.0412
38 O -3.7537 -1.6351 1.3298
39 O -4.3864 -0.9216 -0.7691
40 O -3.1111 -2.8333 -0.5455
41 O -2.2369 0.6084 -3.4246
42 C -2.2008 0.1733 -2.4023

Atoms 1-6, force components in eV/Å:
Zr 0.149 0.057 0.062
C -0.005 -0.001 0.004
C 0.004 -0.011 -0.032
C 0.014 0.012 0.040
C -0.058 0.015 0.006
C -0.019 -0.018 -0.023

---

# 8
ORCA calculation (wB97M-V/def2-TZVPD) on a molecular structure, C17H13CrF3I2N4O8S2.

The LUMO energy (alpha / beta) comes out at 1.178 / 1.189 eV. Its total charge is -1. For the gap between HOMO and LUMO (alpha / beta), the calculation gives 7.02 / 6.85 eV. The value obtained for the highest occupied orbital energy (alpha / beta) is -0.215 / -0.208 Ha. As for the multiplicity: 2.

Positions of all 50 atoms, in Å:
1 Cr -0.5424 -0.6190 -0.2892
2 O 1.6692 -0.8863 -5.8732
3 C 1.0932 -0.8596 -4.6465
4 C 0.8804 -2.0240 -3.9076
5 C 0.3102 -1.8799 -2.6592
6 N 0.0445 -0.6809 -2.1827
7 C 0.0804 0.4109 -2.9277
8 C 0.6266 0.3772 -4.1884
9 C -0.7941 1.4907 -2.2934
10 O -0.9135 2.5872 -2.8305
11 O -1.4260 1.0449 -1.2684
12 C -0.3525 -2.9482 -1.7904
13 O -0.2161 -4.1251 -2.0425
14 O -1.1069 -2.4183 -0.8658
15 H 1.9308 -1.7888 -6.0815
16 H 1.0999 -3.0110 -4.2944
17 H 0.6609 1.2628 -4.8053
18 I -2.4676 -0.0312 1.7022
19 I -3.7435 -2.5940 1.6264
20 C 0.8483 -1.7171 0.8568
21 C 0.5326 -1.6849 2.3031
22 C -0.2818 -2.6702 2.8673
23 C -0.6360 -2.6287 4.2027
24 C -0.1689 -1.5940 5.0087
25 C 0.6610 -0.6105 4.4672
26 C 1.0080 -0.6590 3.1317
27 C -0.5352 -1.5411 6.3999
28 N -0.8275 -1.4979 7.5121
29 H 0.8214 -2.7299 0.4635
30 H 1.8256 -1.2826 0.6624
31 H -0.6625 -3.4630 2.2359
32 H -1.2861 -3.3863 4.6198
33 H 1.0285 0.1869 5.0998
34 H 1.6472 0.1069 2.7145
35 F 2.3016 2.8535 -2.0053
36 C 2.3571 2.8485 -0.6726
37 F 1.3857 3.6598 -0.2161
38 F 3.5226 3.3847 -0.3010
39 S 2.1992 1.1208 -0.0008
40 O 3.0098 1.1393 1.1843
41 O 2.6423 0.2956 -1.0949
42 O 0.7450 1.0031 0.2810
43 N -3.4636 2.7349 -0.1315
44 C -2.3153 3.1485 0.4025
45 N -1.5997 4.0661 -0.2501
46 S -1.7323 2.5842 1.9054
47 H -3.6132 2.8628 -1.1196
48 H -3.9081 1.9384 0.2959
49 H -1.6978 4.0971 -1.2584
50 H -0.6414 4.1266 0.0540

Atoms 1-6, force components in eV/Å:
Cr -0.045 0.289 -0.326
O -0.023 0.022 0.025
C -0.005 0.033 -0.061
C -0.015 0.044 0.051
C -0.024 -0.078 -0.037
N 0.060 -0.277 0.250

---

| no. | strongest force on any atom (eV/A) | E_tot (eV) |
| --- | --- | --- |
| 1 | 3.2 | -56681.229 |
| 2 | 6.1 | -29213.894 |
| 3 | 3.9 | -88205.328 |
| 4 | 1.3 | -40961.036 |
| 5 | 1.5 | -212880.339 |
| 6 | 5.9 | -42482.088 |
| 7 | 0.3 | -59769.583 |
| 8 | 0.8 | -114631.473 |